C52H34Br3F3O15 | ωB97M-V with the def2-TZVPD basis set

Computed properties:
**Molecular weight**: 1195.5 g/mol
**Largest force on an atom**: 0.0740 hartree/bohr
**Frontier orbital gap**: 7.78 eV
**Energy**: -11152.22035 a.u.

Each line ends with the Mulliken charge.
Cartesian coordinates (Å):
Br 1.34244 -2.95892 -1.69594  0.113
Br 4.34389 -4.27988 -2.13453  -0.038
Br 3.14320 -2.20303 -4.25856  -0.058
F -0.62468 -2.01505 0.92827  -0.373
F -6.01320 -1.46705 3.81183  -0.310
F 1.15847 1.22890 -4.49591  -0.376
O -2.31819 -0.77399 0.24089  -0.209
O -3.75321 0.42449 1.58059  -0.536
O -1.57324 2.20658 -1.68721  -0.511
O -3.05883 -1.89946 -4.18275  -0.599
O -9.12486 1.12575 4.31095  -0.543
O -1.50619 0.53008 1.82227  -0.267
O 5.23475 3.70218 2.24964  -0.783
O -7.73727 -0.14370 3.14422  -0.362
O -6.90336 1.37248 4.48028  -0.335
O 1.09437 0.84616 4.20124  -0.691
O -1.65264 1.76361 -3.93296  -0.401
O 6.83080 3.04308 0.80756  -0.717
O -6.58753 -5.86604 -3.14690  -0.645
O -0.15477 0.77198 -2.75872  0.110
O 2.53779 -0.27406 0.16544  -0.371
C 3.34983 1.59640 4.46998  0.933
C -6.99413 -4.37804 -5.44131  -0.398
C 3.17638 -2.75264 -2.39861  0.230
C -4.26928 -5.59114 -1.40923  -0.226
C 4.47862 0.33547 1.36054  0.860
C -3.82777 -2.80891 -3.99341  0.463
C 1.96065 1.59561 3.81757  0.624
C 4.99848 3.59439 -1.40569  -0.581
C 2.89168 3.08398 -2.44643  -0.620
C 6.49618 0.98657 2.58320  -1.186
C -0.39693 0.30955 1.00056  0.155
C -4.59080 -4.77049 -2.47803  0.078
C -1.17804 1.67710 -2.70479  0.456
C -5.05903 -2.50014 -6.21519  -0.770
C -2.66679 0.07518 1.24944  0.353
C -1.19517 0.69604 -4.74358  -0.054
C -7.14095 -3.76260 -6.68288  -0.617
C 6.29985 -0.03703 3.48229  -0.334
C 0.50432 3.06545 2.50239  -0.907
C -6.14321 -2.82515 -7.05898  -0.330
C -5.78857 0.88028 3.71670  -0.266
C -3.17972 -5.38988 -0.58956  -1.169
C -6.35638 -0.38911 3.06520  0.431
C -3.70409 -3.73415 -2.76548  0.619
C 3.71504 1.70905 -0.61819  0.293
C 4.88014 2.51952 -0.52228  0.401
C 4.26875 -0.62550 2.33485  -0.333
C 1.33230 4.88586 1.14839  -0.549
C 1.78334 2.70175 2.84815  0.323
C 2.71049 2.08795 -1.50868  -0.191
C 2.86779 3.47265 2.33066  0.358
C -0.89889 -0.88686 0.18959  1.041
C -5.82915 -4.95251 -3.39733  0.419
C -5.02688 -3.02481 -4.90260  0.257
C -5.97546 -4.05415 -4.56523  0.197
C 4.41410 2.35964 3.98580  -0.103
C 5.83169 1.36137 5.64950  -0.782
C 5.63908 2.21234 4.61382  -1.038
C 3.48166 0.52769 0.28209  0.228
C 5.63364 1.14150 1.48578  -0.529
C 4.76178 0.68299 6.22464  -0.767
C 0.13162 0.43652 -4.08737  0.354
C -8.00731 0.83829 3.99927  0.580
C 5.83503 2.31840 0.64187  1.081
C 0.26901 4.14308 1.63273  -0.966
C -2.39471 -4.25949 -0.83623  -0.132
C 5.17108 -0.84568 3.36835  -0.848
C -2.61721 -3.38786 -1.92351  -0.566
C 4.25380 3.14498 2.73412  1.455
C 3.50858 0.80657 5.59657  -0.840
C 2.63042 4.62939 1.61956  -0.703
C 3.98425 3.88169 -2.32113  -0.709
H 4.88379 -1.45833 4.21157  0.434
H -1.20134 1.01811 -5.78191  0.310
H -0.32491 2.44188 2.80630  0.773
H 2.06043 3.31873 -3.09512  0.424
H -7.71936 -5.14654 -5.21237  0.430
H 1.15299 5.63361 0.38886  0.445
H -6.31928 -2.43845 -8.05326  0.364
H -4.88303 0.61955 4.26087  0.335
H 3.43627 5.25662 1.26620  0.525
H -6.12259 -0.60072 2.02401  0.264
H 6.79185 1.24788 6.13411  0.570
H -2.91559 -6.10993 0.17025  0.438
H 7.04476 -0.19381 4.24990  0.631
H 0.45493 -0.60213 -4.10174  0.116
H -7.93831 -3.88083 -7.40125  0.396
H 7.30437 1.66879 2.80168  0.890
H -0.62756 -1.09007 -0.84360  -0.175
H -5.50715 1.59423 2.94346  0.232
H -1.98928 -2.53331 -2.12101  0.449
H -0.74096 4.31680 1.28909  0.420
H 0.37997 0.02358 1.70851  -0.190
H -1.76945 -0.21649 -4.57420  0.029
H 6.53695 2.66431 4.21386  0.840
H -0.18947 1.25472 0.49910  0.056
H 4.94262 0.05499 7.08490  0.395
H 5.78385 4.31465 -1.22379  0.525
H -4.33244 -1.78499 -6.57262  0.395
H -1.56299 -4.09404 -0.16450  0.395
H 1.81162 1.50021 -1.62878  0.114
H 2.71239 0.14875 5.91608  0.435
H -4.83010 -6.49697 -1.21860  0.421
H 3.66268 -1.93543 -1.87403  -0.239
H 3.37967 -1.23983 2.37201  0.432
H 3.93782 4.82924 -2.84154  0.343